[1]
Computed, not measured: C4H7NO as an isolated structure in a non-equilibrium geometry, with ωB97M-V/def2-TZVPD.

As for the multiplicity: 1. The net charge is 0.

```
13
Properties=species:S:1:pos:R:3:forces:R:3
N -1.038055 -0.188784 -1.767703 2.50 2.76 -0.67
C -0.869346 -0.437316 -0.470251 -3.46 -3.92 -1.24
O -1.580643 -1.419884 -0.130762 -0.30 -0.45 0.80
C -0.255398 0.184824 0.684437 -1.58 -0.99 -0.27
C 0.960456 1.060911 0.613863 -0.11 0.53 0.29
C 1.116385 -0.369245 1.031114 -0.25 0.01 0.30
H -0.486360 0.599090 -2.033007 0.03 0.45 -1.10
H -1.665636 -0.597009 -2.453071 0.19 -0.26 1.03
H -1.486164 -0.366202 1.120971 3.32 1.79 0.65
H 1.379038 1.306890 -0.366285 -0.38 0.08 0.23
H 1.049959 1.851104 1.352330 0.17 -0.13 -0.07
H 1.282554 -0.565937 2.087731 0.04 -0.05 -0.26
H 1.593211 -1.058443 0.330634 -0.16 0.19 0.29
```
Forces are in eV/Å.

List of Löwdin charges in e, atom by atom: atom 1 (N): 0.18, atom 2 (C): -0.58, atom 3 (O): -0.06, atom 4 (C): -0.22, atom 5 (C): -0.13, atom 6 (C): -0.11, atom 7 (H): 0.09, atom 8 (H): 0.13, atom 9 (H): 0.28, atom 10 (H): 0.10, atom 11 (H): 0.10, atom 12 (H): 0.10, atom 13 (H): 0.11


[2]
Computed, not measured: a 2-piece molecular cluster, C5H13N3O2 overall in a non-equilibrium geometry, with ωB97M-V/def2-TZVPD.

As for the multiplicity: 1. The net charge is 0.

```
23
Properties=species:S:1:pos:R:3:forces:R:3
C -0.119974 -0.655096 -0.222052 4.01 5.27 0.94
C -1.017611 -1.712503 0.146478 -4.50 -2.94 0.24
C 0.835120 -2.215745 -2.094025 1.63 0.83 0.45
N 0.875459 -1.044604 -1.385189 -2.47 -2.72 0.33
N -0.056904 -3.332611 -1.964665 -0.02 2.80 -0.65
N 1.915140 -2.317116 -2.964440 -0.59 -1.61 0.38
H -0.492987 0.455115 -0.508476 0.12 -2.89 0.78
H 0.582208 -0.284716 0.774112 -1.72 -1.23 -2.90
H -0.672827 -2.783366 0.278644 0.09 1.62 -0.18
H -2.040861 -1.757580 -0.383819 1.66 -0.16 -1.06
H 1.670930 -0.430997 -1.584899 -0.71 -0.33 0.31
H -1.056319 -2.987614 -1.857192 1.80 -0.92 0.03
H 0.056332 -4.133988 -2.615965 0.06 1.31 0.44
H 2.628027 -1.577381 -2.952264 -0.56 -0.80 0.13
H 2.263490 -3.286982 -3.103185 -0.28 1.32 -0.14
H -1.690095 -1.559908 0.991889 1.34 0.89 1.25
C 0.485369 3.638599 2.640988 0.48 2.08 -0.49
C -0.779760 2.877024 2.099335 0.81 1.23 1.45
O -0.566451 1.767454 1.549655 -0.09 -0.45 -0.62
O -1.826063 3.480644 2.365389 -0.73 -0.58 -0.64
H 0.238357 4.420176 3.442698 -0.23 -0.69 -1.56
H 1.005683 4.229185 1.704908 -0.76 -1.74 2.49
H 1.093453 2.979913 3.268920 0.67 -0.27 -0.99
```
Forces are in eV/Å.

List of Löwdin charges in e, atom by atom: atom 1 (C): -0.21, atom 2 (C): -0.18, atom 3 (C): -0.33, atom 4 (N): 0.09, atom 5 (N): 0.13, atom 6 (N): 0.13, atom 7 (H): 0.15, atom 8 (H): 0.18, atom 9 (H): 0.10, atom 10 (H): 0.11, atom 11 (H): 0.15, atom 12 (H): 0.12, atom 13 (H): 0.12, atom 14 (H): 0.12, atom 15 (H): 0.13, atom 16 (H): 0.09, atom 17 (C): -0.08, atom 18 (C): -0.81, atom 19 (O): -0.13, atom 20 (O): -0.07, atom 21 (H): 0.06, atom 22 (H): 0.10, atom 23 (H): 0.03


[3]
Computed, not measured: a 2-piece molecular cluster, C7H14N2 overall in a non-equilibrium geometry, with ωB97M-V/def2-TZVPD.

As for the multiplicity: 1. The net charge is 0. Its SMILES is CCc1c[nH]cn1.CC.

```
23
Properties=species:S:1:pos:R:3:forces:R:3
C 0.682349 -0.099626 3.207440 -0.51 -1.20 0.68
C 1.369335 -0.656652 1.955315 0.86 0.89 0.20
H 1.154733 -0.506720 4.113884 0.53 0.76 -0.19
H 0.659838 0.985208 3.144569 0.07 -0.03 0.54
H -0.325852 -0.467886 3.453505 -0.14 0.28 -0.97
H 2.419169 -0.842975 2.203390 -0.15 -0.52 0.00
H 1.488184 0.153000 1.240010 -0.32 -0.04 -0.39
H 0.937430 -1.496870 1.431842 -0.18 -0.24 0.23
C -1.198363 1.663615 -0.810690 -0.83 -0.10 0.35
C -1.051454 1.814280 0.744389 0.61 0.54 -1.80
C -0.590576 0.370849 -1.267844 -0.22 0.12 0.93
C -0.944721 -0.828204 -0.702765 0.00 0.66 0.01
C 0.922970 -1.014096 -1.851262 -0.21 -0.34 0.26
N 0.573115 0.240755 -1.964063 0.42 0.25 -0.51
N 0.048602 -1.693621 -1.069011 -0.31 -0.66 -0.02
H -2.266870 1.680205 -1.047642 -0.01 -0.13 -0.04
H -0.826902 2.553228 -1.301688 0.58 -0.12 -0.26
H -0.912567 2.886597 0.900051 -0.40 -0.16 0.68
H -1.717820 -0.980818 0.040527 0.20 -0.49 -0.28
H 1.766941 -1.536872 -2.273269 0.08 0.31 -0.15
H 0.080568 -2.680660 -0.876003 0.02 0.08 -0.02
H -0.127419 1.314053 1.002361 -0.03 0.00 0.39
H -1.896482 1.371594 1.250793 -0.08 0.12 0.36
```
Forces are in eV/Å.

List of Löwdin charges in e, atom by atom: atom 1 (C): -0.17, atom 2 (C): -0.17, atom 3 (H): 0.06, atom 4 (H): 0.06, atom 5 (H): 0.06, atom 6 (H): 0.07, atom 7 (H): 0.05, atom 8 (H): 0.04, atom 9 (C): -0.18, atom 10 (C): -0.08, atom 11 (C): -0.34, atom 12 (C): -0.09, atom 13 (C): -0.20, atom 14 (N): 0.10, atom 15 (N): 0.03, atom 16 (H): 0.10, atom 17 (H): 0.10, atom 18 (H): 0.07, atom 19 (H): 0.12, atom 20 (H): 0.12, atom 21 (H): 0.15, atom 22 (H): 0.03, atom 23 (H): 0.07


Number 1: lowest unoccupied orbital energy 0.0317 hartree, frontier orbital gap 10.06 eV, HOMO energy -9.201 eV. Number 2: lowest unoccupied orbital energy -0.0332 hartree, frontier orbital gap 5.36 eV, HOMO energy -6.269 eV. Number 3: lowest unoccupied orbital energy 0.0323 hartree, frontier orbital gap 9.36 eV, HOMO energy -8.479 eV.